{
  "formula": "C23H23F3N5O2RuSi",
  "method": "ωB97M-V/def2-TZVPD",
  "elements": ["Ru", "N", "C", "N", "C", "N", "C", "C", "N", "C", "C", "N", "H", "H", "H", "H", "H", "C", "C", "C", "C", "C", "C", "Si", "C", "C", "C", "C", "C", "C", "H", "H", "H", "H", "H", "H", "H", "H", "H", "H", "H", "C", "C", "C", "O", "H", "H", "H", "H", "H", "H", "H", "F", "C", "F", "F", "O", "C"],
  "xyz": [[9.904239, 10.261911, 5.789206], [6.222315, 8.102332, 5.946004], [6.848488, 9.271096, 6.069198], [8.132163, 9.109829, 5.750014], [8.274486, 7.754205, 5.484745], [7.135721, 7.110328, 5.546820], [9.629977, 7.393744, 5.183272], [10.014891, 6.113408, 4.842103], [11.250949, 5.835413, 4.468452], [12.058976, 6.855161, 4.254710], [11.715050, 8.179618, 4.557126], [10.486833, 8.410062, 5.042368], [5.229623, 7.888997, 6.060042], [6.395461, 10.164579, 6.433751], [9.340943, 5.250491, 4.950116], [13.077047, 6.627635, 4.003854], [12.347286, 9.040107, 4.311393], [16.227103, 15.757395, 7.075591], [15.801729, 14.729366, 7.943394], [15.007436, 13.681827, 7.456521], [14.554554, 13.727842, 6.149257], [14.960452, 14.749049, 5.262254], [15.780515, 15.753100, 5.746429], [13.181675, 12.540459, 5.662088], [13.654441, 10.838638, 6.360076], [13.074399, 10.230795, 7.463117], [13.457955, 8.914976, 7.805857], [14.506177, 8.274688, 7.120755], [15.131930, 8.936572, 6.065307], [14.685173, 10.196021, 5.673685], [16.953901, 16.476772, 7.422393], [16.075060, 14.711026, 9.012187], [14.759544, 12.842246, 8.113214], [14.735613, 14.655183, 4.199926], [16.045265, 16.580341, 5.096990], [13.206333, 12.348189, 4.152095], [12.372253, 10.803834, 8.073400], [12.912285, 8.397025, 8.621353], [14.830676, 7.305974, 7.500791], [15.973749, 8.483106, 5.520962], [15.123106, 10.746851, 4.830238], [10.638362, 14.621739, 4.714325], [10.593281, 13.909108, 6.050800], [10.638220, 14.869015, 7.218462], [11.761400, 13.046012, 6.264987], [9.780258, 15.295251, 4.556250], [10.724234, 13.929397, 3.888405], [11.525990, 15.269630, 4.724796], [9.758093, 13.196946, 6.118226], [11.629165, 15.331293, 7.274773], [10.566057, 14.329090, 8.180111], [9.885212, 15.660749, 7.186272], [10.805277, 11.132535, 3.221271], [9.618334, 10.696448, 3.808754], [9.098523, 9.846502, 2.907774], [8.828855, 11.808671, 3.776231], [9.895331, 11.030777, 8.675402], [9.801273, 10.863230, 7.543564]],
  "forces_ev_per_a": [[0.755, -0.414, -0.615], [1.423, -0.952, -0.652], [0.772, -0.979, -0.305], [-2.166, -0.845, 0.772], [-1.783, 2.214, 0.618], [-0.686, 0.557, 0.584], [0.287, -1.373, -1.259], [-0.365, -0.960, 0.537], [0.083, -0.042, -0.465], [0.548, 0.574, 0.853], [-0.639, -0.405, -0.466], [1.361, -0.690, -0.145], [0.599, -0.050, -0.085], [-0.244, 0.444, -0.062], [0.138, 0.601, -0.060], [0.279, -0.049, -0.451], [-0.103, -0.363, 0.478], [-0.655, -1.165, 0.238], [0.309, -0.017, 0.012], [0.318, 0.880, 0.454], [-0.676, -0.447, -1.071], [0.180, -0.677, 0.844], [0.265, 0.474, 0.142], [1.152, 0.056, -0.611], [-0.374, 0.777, -0.348], [0.042, -0.870, 0.199], [-0.323, 0.131, 0.238], [-0.694, 0.403, 0.634], [0.455, -0.070, -0.464], [-0.089, 0.033, -0.161], [-0.225, 0.286, 0.019], [0.143, 0.128, -0.741], [-0.100, 0.343, -0.158], [-0.278, 0.359, 0.258], [0.267, -0.151, -0.035], [-0.189, 0.193, 0.601], [0.095, -0.399, -0.169], [0.659, 0.370, -0.477], [0.006, 0.159, -0.418], [-0.433, 0.128, 0.396], [0.076, -0.529, 0.254], [0.356, 0.474, 0.227], [0.900, -0.313, 0.307], [0.085, -0.049, 0.926], [-0.900, -0.305, -0.200], [0.146, -0.464, 0.176], [-0.078, -0.169, -0.234], [-0.089, -0.133, -0.122], [-0.165, 0.412, -0.075], [-0.118, 0.090, -0.345], [-0.268, 0.136, -0.423], [-0.014, -0.201, -0.096], [-0.378, -0.518, 0.446], [0.766, 2.330, -2.798], [-0.122, -0.364, 0.520], [-0.435, -0.011, 0.089], [-0.526, -0.078, -1.434], [0.652, 1.500, 4.128]],
  "nbo_charge": [0.97, -0.33, 0.26, -0.58, 0.29, -0.20, 0.10, 0.07, -0.32, 0.04, 0.06, -0.48, 0.45, 0.25, 0.24, 0.23, 0.26, -0.19, -0.20, -0.21, -0.51, -0.20, -0.21, 1.69, -0.51, -0.24, -0.22, -0.23, -0.22, -0.16, 0.22, 0.22, 0.21, 0.22, 0.22, -0.21, 0.22, 0.22, 0.23, 0.23, 0.22, -0.65, 0.14, -0.63, -0.96, 0.23, 0.23, 0.22, 0.16, 0.23, 0.22, 0.22, -0.36, 0.66, -0.33, -0.34, -0.40, 0.45],
  "lumo_energy_ev": [-4.21, -5.67],
  "total_charge": 1,
  "homo_lumo_gap_ev": [6.86, 5.40],
  "homo_ev": [-11.1, -11.1],
  "fmax_ha_per_bohr": 0.0863,
  "total_energy_ev": -54373.514,
  "spin_multiplicity": 5
}



{
  "formula": "C4H12NPS",
  "method": "ωB97M-V/def2-TZVPD",
  "elements": ["C", "C", "C", "C", "N", "P", "S", "H", "H", "H", "H", "H", "H", "H", "H", "H", "H", "H", "H"],
  "xyz": [[1.469380, -0.913691, -0.056162], [-0.530600, -2.129901, -0.734744], [0.307508, 2.625513, -1.221660], [-0.686958, 0.733371, 1.865233], [0.095281, -1.022884, -0.056540], [-0.822265, 0.335375, 0.082458], [-2.780618, -0.019579, -0.167937], [1.904204, -1.016458, 0.965230], [2.006417, -1.779575, -0.746289], [1.757769, 0.095670, -0.311241], [0.312098, -2.888678, -1.012236], [-1.098195, -2.680753, 0.044555], [-1.338935, -1.825030, -1.429030], [-0.133293, 3.458878, -0.737014], [1.291775, 2.358286, -0.921158], [-0.016478, 2.170423, -2.122959], [-0.994969, -0.211952, 2.333001], [0.440825, 0.974464, 2.080940], [-1.182937, 1.736525, 2.145555]],
  "forces_ev_per_a": [[4.033, -1.788, -0.024], [0.184, -2.655, 1.027], [-0.096, -2.121, 1.054], [2.488, 2.162, 0.152], [-1.902, -0.212, -1.011], [-2.360, 2.010, 0.542], [1.261, 0.324, -0.341], [-0.167, -0.389, -0.434], [-1.321, 2.537, 1.578], [0.512, 0.245, -0.736], [-1.730, 1.547, -0.346], [0.097, 0.013, -0.406], [1.092, -0.320, -0.287], [-0.610, 0.454, 0.084], [0.739, 0.078, 0.119], [-0.467, 0.227, -0.703], [-0.116, 0.736, 0.368], [-1.827, -0.792, -0.188], [0.189, -2.053, -0.447]],
  "nbo_charge": [-0.40, -0.43, -0.58, -0.99, -0.81, 1.23, -0.58, 0.19, 0.21, 0.20, 0.21, 0.20, 0.24, 0.19, 0.17, 0.20, 0.25, 0.22, 0.26],
  "lumo_energy_ev": [-0.91, -0.17],
  "homo_lumo_gap_ev": [7.20, 7.52],
  "homo_ev": [-8.1, -7.7],
  "fmax_ha_per_bohr": 0.0858,
  "total_energy_ev": -25953.501,
  "spin_multiplicity": 1
}



{
  "formula": "C3H9IN2",
  "method": "ωB97M-V/def2-TZVPD",
  "elements": ["C", "N", "N", "C", "C", "H", "H", "H", "H", "H", "H", "H", "H", "I", "H"],
  "xyz": [[2.206041, 0.382173, -1.019897], [0.926035, 0.148249, -1.238660], [0.095354, -0.484087, -0.394125], [-1.319337, -0.594452, -0.638719], [0.574078, -0.904621, 0.885808], [2.770572, 0.143321, -0.087006], [2.654515, 0.983644, -1.737026], [-1.646952, -1.656583, -0.407543], [-1.958858, -0.145285, 0.095138], [-1.629677, -0.377558, -1.612380], [1.576147, -1.030924, 0.838228], [0.415260, -0.125856, 1.708550], [0.049157, -1.819378, 1.053004], [-2.912394, 2.116080, 1.296054], [-1.799940, 3.365278, 1.258575]],
  "forces_ev_per_a": [[-2.905, -1.315, 1.910], [0.851, 0.582, -0.025], [1.300, 0.742, -0.232], [-0.021, -2.643, 1.522], [-2.934, 1.748, 0.710], [-0.545, 0.139, -0.769], [0.878, 0.691, -1.298], [0.674, 0.490, -0.752], [0.156, 1.198, 0.224], [-0.085, 0.603, -1.460], [3.062, -0.888, -0.100], [-0.190, -0.967, -0.845], [-0.115, -0.690, 0.931], [0.680, 1.221, 0.162], [-0.807, -0.911, 0.023]],
  "nbo_charge": [-0.27, -0.19, -0.24, -0.40, -0.42, 0.15, 0.19, 0.17, 0.19, 0.23, 0.20, 0.18, 0.20, -0.11, 0.12],
  "lumo_energy_ev": 0.28,
  "smiles": "C=NN(C)C.I",
  "homo_lumo_gap_ev": 8.20,
  "homo_ev": -7.9,
  "fmax_ha_per_bohr": 0.0723,
  "total_energy_ev": -14335.093,
  "spin_multiplicity": 1
}